Record 1
Density functional theory data (ωB97M-V/def2-TZVPD) for a molecular structure, C23H12I2N3O7Zr.

Geometry as ORCA input:
```
! wB97M-V def2-TZVPD RIJCOSX def2/J DEFGRID3
* xyz -1 1
Zr 0.05 -0.01 -0.01
I 0.41 0.66 5.45
C 1.35 -0.74 4.20
C 2.22 -1.68 4.81
C 2.87 -2.62 4.05
I 4.13 -3.95 5.06
C 2.68 -2.68 2.65
C 3.28 -3.58 1.74
C 2.99 -3.48 0.40
C 2.09 -2.48 -0.02
N 1.49 -1.59 0.81
C 1.80 -1.72 2.10
C 1.12 -0.74 2.84
O 0.38 0.03 2.15
H 2.36 -1.64 5.88
H 3.97 -4.34 2.08
H 3.43 -4.15 -0.33
H 1.82 -2.34 -1.15
O 0.64 -2.91 -5.73
C 0.53 -2.37 -4.66
C -0.14 -1.01 -4.40
O -0.65 -0.31 -5.25
C 0.01 -0.85 -2.95
C 0.64 -1.86 -2.37
O 0.76 -1.70 -1.11
C 1.04 -2.91 -3.31
O 1.62 -3.96 -3.16
O -0.33 0.06 -2.11
N -0.62 1.71 1.33
C -1.48 2.70 0.87
C -1.94 3.77 1.60
C -2.81 4.70 1.02
C -3.22 4.55 -0.28
C -2.77 3.46 -1.06
C -3.15 3.23 -2.39
C -2.65 2.14 -3.04
C -1.77 1.27 -2.35
N -1.38 1.45 -1.06
C -1.89 2.52 -0.46
H -0.86 1.27 2.23
H 0.24 2.05 1.81
H -1.62 3.90 2.63
H -3.17 5.54 1.60
H -3.90 5.28 -0.72
H -3.82 3.91 -2.90
H -2.92 1.93 -4.07
H -1.36 0.34 -2.88
O -1.47 -0.85 0.48
*
```

For the molecular weight, the calculation gives 787.4 g/mol. For the LUMO energy, the calculation gives 2.004 eV. The value obtained for the highest occupied orbital energy is -4.90 eV.

---

Record 2
Density functional theory data (ωB97M-V/def2-TZVPD) for a single C5H8ClNO molecule.

Geometry as ORCA input:
```
! wB97M-V def2-TZVPD RIJCOSX def2/J DEFGRID3
* xyz 0 1
C 0.06 -0.97 -1.49
C 0.23 -0.58 -0.24
C 0.12 -1.24 1.07
N 1.03 0.59 -0.01
C 0.31 1.89 -0.16
C 2.34 0.58 0.04
O 3.13 1.50 -0.02
Cl 2.96 -1.08 0.04
H 0.38 -0.49 -2.31
H -0.55 -1.92 -1.62
H 1.05 -1.48 1.56
H -0.45 -2.14 1.07
H -0.51 -0.70 1.67
H 0.24 2.26 0.76
H 0.72 2.65 -0.83
H -0.68 1.67 -0.65
*
```

For the molecular weight, the calculation gives 133.6 g/mol. The energy relative to the best compared isomer or geometry (same formula, charge and spin) is 187.87 kJ/mol. For the LUMO energy, the calculation gives 0.709 eV. The SMILES is C=C(C)N(C)C(=O)Cl. The value obtained for the highest occupied orbital energy is -9.83 eV.

---

Record 3
Density functional theory data (ωB97M-V/def2-TZVPD) for a molecular structure, C58H61N6OS4SeSiW.

Geometry as ORCA input:
```
! wB97M-V def2-TZVPD RIJCOSX def2/J DEFGRID3
* xyz 3 1
W -0.77 0.87 -0.40
N 0.58 0.88 -1.93
S 2.06 0.66 -1.91
N 2.68 0.00 -0.57
S 2.20 0.69 0.76
N 0.76 1.17 0.78
S -1.17 0.22 2.70
N -1.68 0.36 1.21
C -2.34 1.06 3.73
C -1.88 2.14 4.46
C -2.77 2.86 5.24
C -4.11 2.50 5.27
C -4.57 1.42 4.52
C -3.69 0.69 3.74
C -1.34 -1.47 3.30
C -1.04 -1.64 4.58
C -0.77 -2.95 5.17
C -0.75 -4.04 4.41
C -1.20 -4.02 2.98
C -1.54 -2.62 2.34
C 2.58 -0.52 1.99
C 2.47 -0.11 3.32
C 2.72 -1.03 4.32
C 3.08 -2.33 3.99
C 3.20 -2.72 2.66
C 2.95 -1.80 1.64
C 3.23 2.04 1.22
C 2.63 3.20 1.70
C 3.45 4.24 2.10
C 4.83 4.12 2.01
C 5.41 2.95 1.52
C 4.60 1.89 1.12
C 2.63 -0.42 -3.17
C 1.94 -0.35 -4.37
C 2.43 -1.06 -5.45
C 3.60 -1.81 -5.32
C 4.27 -1.87 -4.11
C 3.79 -1.17 -3.01
C 2.99 2.16 -2.16
C 4.26 2.15 -2.72
C 4.96 3.35 -2.78
C 4.39 4.52 -2.30
C 3.12 4.50 -1.76
C 2.40 3.32 -1.69
H -0.83 2.41 4.42
H -2.42 3.70 5.82
H -4.80 3.06 5.88
H -5.61 1.15 4.55
H -4.03 -0.15 3.15
H -0.90 -0.77 5.22
H -0.52 -3.01 6.22
H -0.48 -5.01 4.83
H -0.56 -4.63 2.35
H -1.03 -2.41 1.40
H 2.20 0.91 3.56
H 2.65 -0.73 5.35
H 3.29 -3.04 4.78
H 3.51 -3.72 2.42
H 3.06 -2.07 0.60
H 1.55 3.27 1.75
H 3.02 5.15 2.49
H 5.47 4.93 2.32
H 6.48 2.86 1.45
H 5.04 0.97 0.75
H 1.04 0.25 -4.45
H 1.91 -1.03 -6.40
H 3.99 -2.34 -6.18
H 5.17 -2.46 -4.01
H 4.29 -1.22 -2.05
H 4.71 1.25 -3.11
H 5.95 3.36 -3.23
H 4.95 5.45 -2.35
H 2.67 5.42 -1.39
H 1.40 3.29 -1.27
C -3.34 5.46 -1.77
Si -1.52 5.35 -1.65
C -0.70 6.34 -0.34
C -0.63 5.20 -3.26
Se -1.25 3.13 -0.69
H -3.63 6.34 -2.36
H -3.81 5.54 -0.79
H -3.73 4.58 -2.28
H -0.24 7.23 -0.78
H 0.08 5.76 0.16
H -1.42 6.66 0.41
H -0.22 6.17 -3.56
H -1.33 4.87 -4.03
H 0.19 4.49 -3.20
O -0.60 -1.06 -0.69
S -1.20 -2.05 -1.83
C -0.62 -3.68 -1.36
C 0.78 -4.10 -1.70
C 1.71 -4.31 -0.69
C 2.97 -4.79 -0.98
C 3.32 -5.08 -2.29
C 2.40 -4.87 -3.31
C 1.14 -4.38 -3.02
C -3.83 -2.16 -0.09
C -3.58 -3.21 0.75
C -3.87 -4.48 0.24
C -3.59 -5.69 0.90
C -3.01 -5.65 2.13
C -2.72 -4.40 2.85
C -3.03 -3.06 2.15
H -1.34 -4.31 -1.90
H -0.82 -3.81 -0.29
H 1.42 -4.12 0.34
H 3.68 -4.98 -0.19
H 4.30 -5.48 -2.52
H 2.66 -5.11 -4.33
H 0.41 -4.24 -3.81
H -4.35 -2.31 -1.03
H -3.61 -1.14 0.21
H -4.31 -4.53 -0.75
H -3.81 -6.64 0.43
H -2.75 -6.58 2.63
H -3.17 -4.48 3.85
H -3.71 -2.44 2.73
C -4.25 -0.25 -4.89
C -3.96 0.19 -3.49
C -4.78 0.67 -2.49
C -3.95 0.98 -1.41
N -2.68 0.68 -1.72
N -2.72 0.20 -2.98
C -4.40 1.60 -0.13
H -4.57 0.60 -5.50
H -5.05 -0.98 -4.90
H -3.37 -0.69 -5.36
H -5.85 0.81 -2.53
H -1.86 -0.02 -3.46
H -5.37 1.19 0.15
H -4.54 2.68 -0.28
H -3.71 1.47 0.70
*
```

For the molecular weight, the calculation gives 1277.3 g/mol. The energy relative to the best compared isomer or geometry (same formula, charge and spin) is 30.45 kJ/mol. For the LUMO energy (spin up / spin down), the calculation gives -9.008 / -9.008 eV. The value obtained for the highest occupied orbital energy (spin up / spin down) is -14.49 / -14.49 eV.

---

Record 4
Density functional theory data (ωB97M-V/def2-TZVPD) for 2 unconnected molecules or ions with the total composition CHFIN.

Geometry as ORCA input:
```
! wB97M-V def2-TZVPD RIJCOSX def2/J DEFGRID3
* xyz 0 1
C -0.90 -0.22 0.59
N 1.40 1.26 -0.55
F -0.02 -0.79 1.27
I -1.10 -1.14 -1.27
H 0.61 0.88 -0.04
*
```

For the molecular weight, the calculation gives 172.9 g/mol. The energy relative to the best compared isomer or geometry (same formula, charge and spin) is 794.41 kJ/mol. For the LUMO energy (spin up / spin down), the calculation gives -2.729 / -2.730 eV. The value obtained for the highest occupied orbital energy (spin up / spin down) is -9.68 / -9.68 eV.

---

Record 5
Density functional theory data (ωB97M-V/def2-TZVPD) for a single C4H5Cl molecule.

Geometry as ORCA input:
```
! wB97M-V def2-TZVPD RIJCOSX def2/J DEFGRID3
* xyz 0 1
C -2.41 -0.40 -0.12
C -1.13 -0.61 0.19
C 0.07 0.34 0.05
C 0.00 1.64 0.09
Cl 1.60 -0.49 -0.07
H -2.68 0.61 -0.45
H -3.11 -1.19 -0.03
H -0.78 -1.57 0.47
H 0.85 2.28 0.20
H -0.78 2.30 -0.25
*
```

For the molecular weight, the calculation gives 88.5 g/mol. The energy relative to the best compared isomer or geometry (same formula, charge and spin) is 41.17 kJ/mol. For the LUMO energy, the calculation gives 0.601 eV. The SMILES is C=CC(=C)Cl. The value obtained for the highest occupied orbital energy is -9.21 eV.

---

Record 6
Density functional theory data (ωB97M-V/def2-TZVPD) for a molecular structure, C4H7NO2.

Geometry as ORCA input:
```
! wB97M-V def2-TZVPD RIJCOSX def2/J DEFGRID3
* xyz 0 1
C 0.39 -0.87 0.12
C -0.60 -0.13 0.97
N -1.41 -0.55 1.85
O -0.62 1.20 0.67
C 0.20 1.55 -0.43
C 0.45 0.35 -1.36
O -0.49 -0.04 -2.20
H 0.19 -1.95 0.06
H -0.12 -0.82 -1.15
H 1.43 -0.74 0.43
H -1.30 -1.56 1.97
H -0.35 2.29 -1.02
H 1.15 1.97 -0.08
H 1.50 0.26 -1.67
*
```

For the molecular weight, the calculation gives 101.1 g/mol. The energy relative to the best compared isomer or geometry (same formula, charge and spin) is 492.82 kJ/mol. For the LUMO energy, the calculation gives 0.577 eV. The value obtained for the highest occupied orbital energy is -9.55 eV.

---

Record 7
Density functional theory data (ωB97M-V/def2-TZVPD) for a single C5H7NO molecule.

Geometry as ORCA input:
```
! wB97M-V def2-TZVPD RIJCOSX def2/J DEFGRID3
* xyz 0 1
C -0.05 1.87 -0.11
C -0.97 1.01 -0.54
C -1.23 -0.30 0.19
C -0.30 -1.31 -0.45
N 0.92 -1.55 -0.22
C 1.85 -0.99 0.63
O 2.29 0.14 0.55
H 0.48 1.69 0.82
H 0.24 2.73 -0.70
H -1.47 1.14 -1.50
H -1.04 -0.19 1.27
H -2.27 -0.64 0.05
H -0.74 -1.86 -1.30
H 2.30 -1.75 1.30
*
```

For the molecular weight, the calculation gives 97.1 g/mol. The energy relative to the best compared isomer or geometry (same formula, charge and spin) is 176.18 kJ/mol. For the LUMO energy, the calculation gives 0.537 eV. The SMILES is C=CC/C=N\C=O. The value obtained for the highest occupied orbital energy is -9.35 eV.

---

Record 8
Density functional theory data (ωB97M-V/def2-TZVPD) for a molecular structure, C36H40P2Ti.

Geometry as ORCA input:
```
! wB97M-V def2-TZVPD RIJCOSX def2/J DEFGRID3
* xyz 2 1
Ti -0.79 -0.22 0.98
C -0.13 -2.22 1.35
C 1.27 -1.63 1.51
C 2.45 -2.17 0.66
C 2.15 -2.79 -0.70
C 1.07 -2.13 -1.51
C -0.23 -2.54 -1.58
C -0.89 -3.57 -0.76
C -0.32 -3.61 0.67
C -0.64 2.46 -0.66
H -0.43 -2.46 2.39
H 1.51 -1.82 2.57
H 2.96 -2.90 1.31
H 3.25 -1.42 0.50
H 3.07 -2.68 -1.29
H 2.02 -3.87 -0.59
H 1.45 -1.43 -2.26
H -0.82 -2.16 -2.40
H -0.81 -4.55 -1.28
H -1.97 -3.39 -0.71
H -1.08 -4.16 1.25
H 0.51 -4.35 0.71
H -1.52 3.09 -0.76
H 0.27 3.02 -0.92
H -0.60 2.15 0.41
P 1.72 0.31 1.31
P -0.71 1.14 -1.88
C 1.69 0.48 -0.43
C 0.46 0.07 -0.97
C 2.89 1.24 2.32
C 4.17 0.67 2.39
C 5.15 1.29 3.15
C 4.85 2.48 3.81
C 3.59 3.08 3.71
C 2.59 2.47 2.97
C -0.45 0.06 2.90
C -1.71 -0.66 2.70
C -2.54 -0.94 3.78
C -1.91 -0.88 5.02
C -0.60 -0.38 5.18
C 0.15 0.18 4.13
C -0.04 1.68 -3.50
C 1.26 2.22 -3.59
C 1.69 2.82 -4.78
C 0.88 2.81 -5.90
C -0.36 2.18 -5.86
C -0.80 1.59 -4.68
C -2.32 0.32 -2.30
C -3.47 1.00 -1.91
C -4.71 0.37 -1.93
C -4.82 -0.94 -2.40
C -3.70 -1.57 -2.94
C -2.49 -0.88 -3.05
H 2.41 1.06 -0.99
H -0.12 -0.80 -0.49
H 4.36 -0.28 1.87
H 6.12 0.81 3.22
H 5.63 2.96 4.39
H 3.40 4.01 4.23
H 1.58 2.89 2.91
H -2.06 -1.14 1.67
H -3.58 -1.16 3.59
H -2.43 -1.29 5.88
H -0.12 -0.45 6.16
H 1.13 0.67 4.25
H 1.90 2.21 -2.70
H 2.65 3.31 -4.80
H 1.22 3.26 -6.82
H -0.99 2.16 -6.74
H -1.78 1.12 -4.66
H -3.37 2.02 -1.55
H -5.58 0.89 -1.57
H -5.78 -1.45 -2.37
H -3.77 -2.59 -3.31
H -1.70 -1.28 -3.70
C -2.57 1.37 1.25
H -2.36 2.14 2.04
H -3.40 0.78 1.71
H -2.97 1.94 0.40
*
```

For the molecular weight, the calculation gives 582.5 g/mol. The energy relative to the best compared isomer or geometry (same formula, charge and spin) is 630.95 kJ/mol. For the LUMO energy, the calculation gives -6.814 eV. The value obtained for the highest occupied orbital energy is -13.10 eV.

---

Record 9
Density functional theory data (ωB97M-V/def2-TZVPD) for a molecular structure, C5H10Cl2N.

Geometry as ORCA input:
```
! wB97M-V def2-TZVPD RIJCOSX def2/J DEFGRID3
* xyz 1 1
C 2.68 0.13 -0.46
C -1.75 1.67 -0.11
C 0.07 -2.39 0.19
C -0.27 1.36 0.28
C -0.48 -0.93 -0.32
N 0.20 0.08 0.30
Cl 3.22 1.68 -0.14
Cl 3.78 -0.98 -0.18
H -2.04 2.60 0.40
H -1.91 2.09 -1.18
H -2.44 0.85 0.03
H 0.84 -2.22 0.94
H -0.77 -2.76 0.74
H 0.67 -3.08 -0.58
H -0.29 1.49 1.37
H 0.49 2.11 0.06
H -1.54 -0.88 0.06
H -0.46 -0.82 -1.41
*
```

For the molecular weight, the calculation gives 155.0 g/mol. The energy relative to the best compared isomer or geometry (same formula, charge and spin) is 585.52 kJ/mol. For the LUMO energy (spin up / spin down), the calculation gives -6.985 / -6.165 eV. The value obtained for the highest occupied orbital energy (spin up / spin down) is -13.37 / -13.88 eV.

---

Record 10
Density functional theory data (ωB97M-V/def2-TZVPD) for a molecular structure, C28H37N5O4RhSi.

Geometry as ORCA input:
```
! wB97M-V def2-TZVPD RIJCOSX def2/J DEFGRID3
* xyz 1 5
Rh -0.24 -0.44 0.84
C -3.33 -1.65 -0.87
Si -2.16 -2.88 -0.11
C -2.50 -4.58 -0.77
C -2.37 -2.85 1.74
N -0.52 -2.23 -0.37
C 0.39 -2.47 -1.31
C 0.21 -3.45 -2.36
C 1.14 -3.63 -3.33
C 2.32 -2.86 -3.33
C 2.56 -1.93 -2.34
C 1.64 -1.74 -1.34
O 1.83 -0.88 -0.31
C 3.06 -0.20 -0.21
C 4.16 -0.89 0.26
C 5.36 -0.21 0.41
C 5.44 1.14 0.09
C 4.32 1.81 -0.39
C 3.12 1.14 -0.56
H -4.35 -1.89 -0.57
H -3.28 -1.66 -1.96
H -3.10 -0.63 -0.52
H -3.45 -4.92 -0.34
H -1.73 -5.30 -0.49
H -2.61 -4.59 -1.85
H -3.24 -3.44 2.02
H -2.54 -1.83 2.08
H -1.50 -3.26 2.27
H -0.71 -4.02 -2.36
H 0.97 -4.36 -4.11
H 3.05 -3.00 -4.12
H 3.47 -1.34 -2.35
H 4.08 -1.94 0.50
H 6.23 -0.73 0.77
H 6.38 1.67 0.21
H 4.38 2.86 -0.65
H 2.24 1.62 -0.96
C -1.58 -0.04 6.13
C -0.57 -0.19 5.04
C 0.79 -0.38 5.09
C 1.23 -0.43 3.76
N 0.18 -0.30 2.94
N -0.90 -0.17 3.74
C 2.61 -0.60 3.24
H -1.08 0.03 7.09
H -2.25 -0.90 6.16
H -2.19 0.86 5.99
H 1.41 -0.45 5.97
H -1.77 0.14 3.33
H 3.33 -0.49 4.05
H 2.84 0.15 2.48
H 2.75 -1.58 2.80
C 0.56 4.58 -1.13
C -0.22 4.12 -2.35
C -1.26 3.02 -2.05
C -2.04 2.67 -3.34
C -3.07 1.56 -3.15
C -2.26 3.59 -1.05
O -2.89 4.59 -1.26
N -2.46 2.87 0.13
C -1.78 1.74 0.47
O -2.04 1.13 1.52
N -0.79 1.26 -0.33
C -0.52 1.77 -1.58
O 0.28 1.23 -2.31
H 1.34 5.29 -1.42
H 1.05 3.75 -0.62
H -0.09 5.09 -0.41
H 0.45 3.71 -3.11
H -0.76 4.96 -2.79
H -1.29 2.37 -4.08
H -2.51 3.58 -3.69
H -2.60 0.63 -2.83
H -3.59 1.36 -4.09
H -3.83 1.84 -2.41
H -3.16 3.21 0.77
*
```

For the molecular weight, the calculation gives 638.6 g/mol. Its expectation value of S² is 6.0398. For the LUMO energy (spin up / spin down), the calculation gives -1.722 / -5.077 eV. The value obtained for the highest occupied orbital energy (spin up / spin down) is -11.02 / -12.06 eV.

---

Record 11
Density functional theory data (ωB97M-V/def2-TZVPD) for a single C2H4N2O molecule.

Geometry as ORCA input:
```
! wB97M-V def2-TZVPD RIJCOSX def2/J DEFGRID3
* xyz 0 1
H -1.54 1.52 1.60
N -0.67 0.99 1.51
C -0.75 0.16 0.56
N 0.35 -0.69 0.27
C 1.06 -0.49 -0.89
O 2.22 -0.81 -1.03
H -1.61 0.00 -0.09
H 0.93 -0.93 1.07
H 0.47 -0.01 -1.69
*
```

For the molecular weight, the calculation gives 72.1 g/mol. The energy relative to the best compared isomer or geometry (same formula, charge and spin) is 31.47 kJ/mol. For the LUMO energy, the calculation gives 0.901 eV. The SMILES is [H]/N=C/NC=O. The value obtained for the highest occupied orbital energy is -10.28 eV.